(1)
{
  "formula": "C31H50FeN3OP2",
  "method": "the ωB97M-V functional and the def2-TZVPD basis",
  "gap_ev": [7.03, 6.57],
  "lumo_ev": [-2.5, -3.5],
  "s2": 6.08,
  "total_charge": 1,
  "max_force_ev_per_a": 6.88,
  "multiplicity": 5,
  "e_tot_ev": -92435.502,
  "elements": ["C", "C", "C", "H", "C", "C", "H", "C", "H", "C", "C", "H", "H", "H", "H", "H", "H", "H", "H", "H", "H", "H", "C", "N", "P", "H", "C", "H", "C", "H", "C", "H", "H", "H", "H", "C", "H", "C", "H", "H", "C", "C", "N", "C", "H", "H", "C", "H", "C", "H", "H", "P", "C", "C", "H", "C", "N", "H", "H", "C", "C", "H", "H", "H", "H", "H", "H", "H", "C", "H", "O", "C", "H", "H", "H", "H", "C", "Fe", "H", "H", "H", "H", "C", "C", "C", "H", "H", "C"],
  "coordinates": [[2.792, 3.955, -0.481], [2.396, -0.118, -2.627], [-1.641, -3.145, 3.472], [0.583, -5.109, 1.772], [-1.593, 1.225, -5.325], [-1.476, 0.979, -2.893], [-0.863, -5.514, 2.741], [-1.103, -4.751, -0.312], [-2.260, 2.124, 0.628], [1.585, 0.225, -1.532], [-0.841, 1.111, -4.147], [-0.737, 1.305, 3.154], [-2.353, -3.952, 3.234], [1.805, -2.741, 3.380], [3.713, 3.613, -0.989], [1.615, 3.133, 2.621], [3.685, -1.638, -3.474], [-0.243, -1.836, -1.382], [4.325, 2.090, 1.071], [0.251, 1.118, -4.213], [-3.081, -3.646, 1.192], [-1.374, 4.961, -1.357], [2.441, 3.512, 2.000], [1.424, -0.638, -0.484], [-0.136, -2.435, 1.197], [-2.067, -2.185, 3.134], [-0.656, 3.583, 0.156], [-0.912, 5.630, 0.790], [-2.890, 0.963, -2.858], [-1.542, -3.102, 4.573], [-0.149, 4.838, 0.898], [3.004, 4.945, -0.047], [2.510, 0.588, -3.455], [-1.235, -0.251, 3.283], [-0.022, 4.644, 1.977], [2.822, -2.253, -1.578], [3.721, 1.518, -0.504], [2.388, 2.911, 0.577], [-0.967, -3.228, -2.263], [1.764, -3.873, 0.279], [0.715, 1.443, -1.487], [-1.313, -3.245, -0.079], [-1.205, 0.214, -0.592], [-0.740, 0.844, -1.605], [-2.824, -1.917, 0.763], [0.993, 2.163, -2.270], [3.421, 1.761, 0.527], [-1.079, 1.323, -6.288], [-0.979, 3.928, -1.312], [-3.443, -3.077, -0.459], [3.391, 3.203, 2.476], [0.650, 2.165, 0.274], [-2.755, -2.956, 0.398], [-0.247, -3.383, 2.857], [0.697, -5.209, 3.543], [0.043, -4.892, 2.710], [-1.178, 0.529, 2.608], [-1.317, -5.356, 0.582], [-2.003, -1.917, -1.642], [3.038, -1.357, -2.637], [-1.102, -2.521, -1.427], [-1.843, 3.216, 1.968], [-4.732, 1.072, -3.982], [0.796, 5.231, 0.492], [-1.755, 3.263, -1.723], [-0.078, -4.979, -0.656], [2.243, -2.640, 1.482], [-3.579, 1.304, -6.194], [-1.954, 3.150, 0.875], [-2.156, 0.786, 2.350], [2.225, 0.035, 3.365], [-3.638, 1.081, -4.031], [0.857, -3.452, 4.712], [3.279, -3.247, -1.581], [-0.093, 3.882, -1.966], [-3.368, 0.854, -1.880], [-2.993, 1.212, -5.274], [0.063, -0.028, 1.133], [-2.758, 3.845, 0.567], [3.046, 0.848, 1.013], [0.516, -1.784, 4.156], [-1.797, -5.081, -1.108], [0.798, -2.794, 3.825], [1.610, -2.827, 0.593], [1.990, -1.880, -0.517], [2.410, 4.611, 2.003], [2.012, 4.074, -1.253], [1.449, -0.050, 2.477]],
  "lowdin_spin": [0.00, 0.00, 0.00, 0.00, 0.00, 0.01, 0.00, 0.00, 0.00, 0.00, 0.00, 0.01, 0.00, 0.00, 0.00, 0.00, 0.00, 0.00, 0.00, 0.00, 0.00, 0.00, 0.00, 0.06, 0.04, 0.00, 0.02, 0.00, 0.00, 0.00, 0.00, 0.00, 0.00, 0.01, 0.00, 0.00, 0.00, 0.01, 0.00, 0.00, 0.01, 0.01, 0.16, 0.01, 0.00, 0.00, 0.00, 0.00, 0.00, 0.00, 0.00, 0.06, 0.00, 0.01, 0.00, 0.00, 0.07, 0.00, 0.00, -0.01, 0.00, 0.00, 0.00, 0.00, 0.00, 0.00, 0.00, 0.00, 0.00, 0.01, -0.03, 0.00, 0.00, 0.00, 0.00, 0.00, 0.00, 3.54, 0.00, 0.00, 0.00, 0.00, 0.00, 0.00, 0.00, 0.00, 0.00, -0.01]
}


(2)
{
  "formula": "C31H50N2O18",
  "method": "the ωB97M-V functional and the def2-TZVPD basis",
  "gap_ev": 10.80,
  "lumo_ev": 0.3,
  "smiles": "C[C@H]1COC(=O)O1.C[C@H]1COC(=O)O1.C[C@H]1COC(=O)O1.C[C@H]1COC(=O)O1.C[C@H]1COC(=O)O1.COC(=O)OC.CCCC#N.CCCC#N",
  "max_force_ev_per_a": 8.43,
  "multiplicity": 1,
  "e_above_lowest_kcal_mol": 0.0,
  "e_tot_ev": -72791.019,
  "elements": ["H", "H", "N", "H", "O", "H", "H", "H", "N", "H", "O", "H", "H", "C", "H", "H", "C", "H", "O", "H", "H", "O", "H", "C", "O", "H", "H", "C", "H", "C", "C", "H", "O", "O", "H", "H", "H", "H", "O", "H", "O", "H", "H", "H", "C", "H", "O", "C", "H", "H", "H", "C", "H", "C", "H", "C", "O", "C", "H", "H", "C", "C", "H", "H", "H", "C", "H", "C", "H", "O", "H", "C", "H", "H", "C", "C", "O", "O", "H", "H", "C", "H", "C", "C", "C", "C", "O", "H", "O", "H", "C", "C", "C", "O", "C", "C", "H", "O", "C", "C", "H"],
  "coordinates": [[23.034, 7.758, -10.895], [24.546, 6.855, -8.706], [24.924, 10.031, -9.212], [22.485, 5.378, -15.867], [19.158, 7.762, -12.100], [24.823, 4.212, -13.470], [22.377, 5.060, -13.623], [19.149, 4.882, -10.823], [23.642, 7.271, -14.527], [25.359, 7.025, -11.382], [19.374, 15.584, -11.582], [20.480, 5.083, -11.750], [24.081, 12.925, -9.436], [19.178, 9.759, -18.639], [17.791, 12.894, -12.808], [18.770, 8.703, -18.576], [21.337, 13.500, -10.054], [17.603, 13.630, -10.194], [21.888, 3.449, -16.160], [16.505, 14.977, -10.688], [20.328, 6.516, -14.068], [20.020, 16.922, -9.870], [18.555, 10.432, -19.179], [18.889, 6.401, -12.400], [18.261, 15.547, -9.764], [22.024, 12.056, -8.651], [21.623, 14.219, -9.338], [20.003, 4.502, -20.037], [23.878, 4.236, -15.915], [19.294, 16.103, -10.377], [18.707, 9.909, -16.373], [18.123, 9.065, -14.007], [21.592, 3.155, -14.031], [20.400, 6.416, -18.669], [19.176, 5.202, -14.242], [19.285, 3.771, -20.321], [17.710, 5.043, -18.067], [23.841, 3.260, -12.352], [25.034, 5.064, -11.069], [20.131, 9.770, -19.192], [20.521, 8.959, -10.824], [21.883, 12.335, -12.420], [19.333, 13.518, -13.372], [22.793, 6.255, -9.918], [17.573, 14.693, -10.591], [17.750, 6.294, -12.419], [19.045, 6.281, -16.958], [23.237, 6.652, -10.813], [22.723, 6.189, -11.661], [18.779, 6.235, -19.732], [18.649, 10.343, -13.108], [22.154, 12.171, -9.704], [23.723, 12.397, -11.081], [22.443, 10.364, -13.354], [18.625, 6.800, -14.529], [22.834, 4.367, -15.540], [17.596, 9.066, -16.485], [18.266, 10.129, -14.084], [21.054, 8.797, -13.696], [20.717, 11.031, -12.309], [25.370, 6.544, -9.385], [18.680, 13.389, -12.499], [23.311, 10.684, -13.919], [20.913, 11.902, -13.797], [26.177, 7.263, -9.316], [23.937, 3.515, -13.404], [21.534, 9.479, -15.192], [24.773, 6.407, -10.744], [17.783, 15.313, -12.677], [20.223, 2.116, -15.448], [20.478, 4.874, -20.964], [19.281, 6.221, -13.873], [20.716, 3.866, -19.481], [19.126, 4.267, -17.371], [20.064, 7.876, -11.125], [22.848, 8.075, -14.414], [20.276, 6.687, -10.524], [26.239, 3.300, -10.287], [21.628, 11.334, -10.210], [19.220, 12.824, -11.759], [21.894, 9.168, -14.171], [22.911, 9.927, -12.442], [24.337, 10.980, -9.548], [19.401, 5.580, -19.177], [25.788, 4.437, -10.151], [23.614, 12.187, -10.018], [25.900, 5.220, -9.109], [20.295, 13.209, -9.832], [19.476, 10.261, -17.376], [21.419, 14.007, -11.008], [20.129, 6.826, -17.475], [18.774, 5.195, -17.821], [22.630, 4.103, -14.069], [20.876, 7.619, -16.859], [21.149, 2.875, -15.202], [18.338, 14.743, -11.897], [24.151, 2.568, -13.880], [18.980, 10.491, -15.212], [21.442, 11.518, -12.973], [19.698, 5.708, -11.318], [17.251, 10.511, -14.050]],
  "mulliken_charge": [0.15, 0.28, -0.52, -0.05, -0.08, 0.31, -1.36, 0.33, -0.59, 0.30, -0.39, -0.07, 0.51, -0.59, 0.44, 0.20, -1.41, 0.28, -0.36, 0.31, -0.22, -0.57, 0.37, 0.04, -0.35, 0.85, 0.67, -1.49, 0.26, 0.72, 0.77, -0.06, -0.39, -0.29, 0.60, 0.44, 0.34, 0.37, -0.20, 0.26, -0.53, 0.45, 0.34, 0.64, -0.48, 0.31, -0.08, -0.32, -0.71, 0.30, 0.19, -0.23, 0.33, -0.86, 0.32, -0.07, -0.66, -0.51, -0.82, -0.10, -0.35, -1.02, 0.57, 0.65, 0.30, -1.77, 0.05, 0.38, 0.41, -0.65, 0.33, -0.78, 0.29, 0.21, 0.53, -0.16, -0.29, -0.61, -0.22, -0.04, 1.72, 0.04, 0.11, 0.44, 0.51, -0.53, -0.38, 0.15, -0.30, 0.43, 0.60, -0.47, 2.59, -0.72, 0.60, 0.39, 0.48, -0.10, -0.98, -0.22, 0.48]
}


> The lowest multiplicity belongs to which entry?

C31H50N2O18


> Which of these has the lowest multiplicity?

C31H50N2O18